{
  "formula": "C4H5IN3O2",
  "method": "ωB97M-V/def2-TZVPD",
  "species": ["N", "C", "H", "N", "H", "I", "H", "C", "O", "H", "C", "N", "C", "H", "O"],
  "xyz": [[1.681, -0.569, 0.021], [-1.662, 0.400, -0.511], [2.610, -0.527, 0.576], [-0.443, -0.215, 3.162], [-2.264, 0.800, -1.392], [-0.077, 0.593, -3.611], [-1.721, 1.187, 0.266], [0.373, -0.538, 0.406], [-0.657, 0.880, 3.340], [2.797, -0.111, -1.742], [1.841, -0.281, -1.286], [-0.279, 0.017, -0.661], [0.619, 0.169, -1.723], [-2.352, -0.466, -0.159], [-0.466, -1.340, 3.316]],
  "forces_ev_per_angstrom": [[2.06, -0.38, 1.77], [-3.30, -0.12, 0.36], [-2.81, -0.82, -0.51], [0.30, -1.12, -1.91], [1.70, -0.53, 0.64], [0.23, 0.12, 0.02], [0.05, -0.40, -0.44], [0.63, 1.76, 0.59], [-0.05, 0.59, 0.36], [0.12, -0.44, -0.17], [-1.15, 1.99, -1.26], [1.18, -1.30, 0.56], [-0.52, -0.66, -0.23], [1.61, 1.15, -0.48], [-0.05, 0.16, 0.69]],
  "lowdin_charge": [0.01, -0.09, 0.21, -0.13, 0.09, 0.99, 0.09, -0.02, 0.34, 0.13, -0.14, -0.19, -0.74, 0.12, 0.33],
  "charge": 1,
  "fmax_ev_per_a": 3.32,
  "lumo_energy_ev": [-6.2, -7.1],
  "homo_ev": [-12.268, -12.181],
  "energy_ev": -20880.846,
  "homo_lumo_gap_ha": [0.2248, 0.1863]
}


{
  "formula": "C19H18AsBrF6GaN",
  "method": "ωB97M-V/def2-TZVPD",
  "species": ["H", "H", "C", "C", "C", "H", "H", "C", "C", "N", "F", "H", "H", "H", "H", "C", "H", "C", "C", "F", "C", "C", "F", "H", "H", "C", "C", "H", "H", "Ga", "C", "F", "C", "As", "C", "C", "H", "C", "C", "C", "F", "H", "H", "H", "F", "Br", "H"],
  "xyz": [[-5.031, 3.792, -0.089], [0.115, 0.928, 1.269], [-4.059, 3.315, -0.068], [1.790, -5.501, -0.001], [-1.612, 3.553, 0.002], [2.994, -0.945, 0.851], [-0.311, -5.054, 0.013], [3.080, -4.969, -0.013], [2.412, -1.243, -0.021], [1.136, -0.422, -0.014], [-4.298, -1.745, 1.264], [2.979, -0.951, -0.905], [-4.835, 1.327, -0.111], [4.303, -3.209, -0.028], [3.930, -5.638, -0.017], [-2.674, 1.346, -0.052], [-2.629, 0.270, -0.066], [-0.642, 5.785, 0.050], [-2.909, 4.146, -0.028], [-2.022, -1.751, -0.029], [-1.931, 6.356, 0.020], [1.068, 0.398, 1.233], [-3.065, -3.777, 1.246], [0.122, 0.956, -1.270], [1.175, -0.220, -2.117], [2.196, -2.746, -0.014], [3.293, -3.601, -0.019], [-4.027, 5.984, -0.041], [-2.032, 7.432, 0.028], [-0.271, -1.809, -0.010], [-0.500, 4.431, 0.041], [-5.416, -3.812, 0.173], [-3.033, 5.555, -0.018], [-3.998, -2.937, 0.086], [-1.594, 2.147, -0.011], [0.911, -3.278, -0.003], [1.651, -6.573, 0.004], [1.072, 0.424, -1.243], [0.696, -4.657, 0.004], [-3.957, 1.959, -0.080], [-3.171, -3.820, -1.119], [1.172, -0.264, 2.094], [1.877, 1.124, 1.234], [1.884, 1.148, -1.226], [-4.408, -1.792, -1.105], [1.273, 3.742, 0.084], [0.233, 6.419, 0.081]],
  "forces_ev_per_angstrom": [[0.00, -0.01, 0.00], [0.06, 0.03, 0.00], [-0.01, 0.01, 0.00], [-0.01, 0.02, 0.00], [0.06, 0.03, 0.01], [0.01, -0.01, 0.00], [0.02, -0.02, 0.00], [0.01, 0.01, 0.00], [0.04, 0.12, 0.01], [0.10, -0.09, 0.00], [0.02, -0.02, -0.02], [0.01, -0.02, 0.00], [-0.01, 0.01, 0.00], [-0.01, 0.01, 0.00], [0.00, 0.00, 0.00], [-0.07, -0.06, 0.00], [0.04, -0.06, 0.01], [0.00, 0.01, 0.00], [-0.01, 0.00, 0.00], [0.09, 0.58, -0.01], [0.01, 0.00, 0.00], [-0.08, -0.06, 0.00], [0.03, 0.01, 0.00], [0.05, 0.04, 0.01], [-0.03, 0.01, 0.00], [0.06, 0.02, 0.00], [-0.02, -0.04, 0.00], [0.00, 0.01, 0.00], [0.00, 0.00, 0.00], [0.00, -0.94, 0.00], [0.02, -0.02, 0.00], [0.00, 0.01, -0.01], [-0.02, -0.01, 0.00], [-0.11, -0.09, 0.01], [-0.14, 0.46, -0.01], [0.05, 0.10, 0.00], [-0.01, 0.00, 0.00], [-0.09, -0.05, 0.00], [-0.01, -0.02, 0.00], [0.04, 0.01, 0.00], [0.01, 0.00, 0.01], [-0.03, 0.00, 0.00], [0.01, 0.01, 0.01], [0.01, 0.01, -0.01], [0.01, 0.00, 0.02], [-0.11, 0.01, -0.01], [-0.01, 0.01, 0.00]],
  "lowdin_charge": [0.12, 0.07, -0.02, -0.05, -0.21, 0.14, 0.11, -0.03, -0.10, -0.30, -0.19, 0.14, 0.11, 0.13, 0.12, -0.09, 0.06, -0.12, -0.15, -0.23, -0.05, -0.05, -0.20, 0.07, 0.11, -0.23, -0.02, 0.12, 0.12, 0.87, -0.59, -0.14, -0.02, 0.86, 0.05, -0.17, 0.12, -0.05, -0.06, -0.05, -0.20, 0.11, 0.07, 0.08, -0.19, 0.82, 0.10],
  "charge": 1,
  "multiplicity": 2,
  "fmax_ev_per_a": 0.94,
  "lumo_energy_ev": [-3.9, -3.9],
  "homo_ev": [-11.107, -10.990],
  "energy_ev": -221041.621,
  "homo_lumo_gap_ha": [0.2657, 0.2590]
}


{
  "formula": "C2H2O2S",
  "method": "ωB97M-V/def2-TZVPD",
  "species": ["O", "H", "S", "C", "O", "H", "C"],
  "xyz": [[1.733, -1.022, -0.047], [-0.500, -1.536, 0.539], [-1.340, -0.643, -0.037], [-0.078, 0.627, 0.071], [-0.216, 1.813, -0.014], [2.063, 0.994, -0.015], [1.368, 0.122, 0.021]],
  "forces_ev_per_angstrom": [[-0.47, 0.67, 0.18], [-0.23, 0.01, -0.38], [0.51, 0.48, 0.60], [-0.10, -0.49, -0.64], [-0.53, -0.04, 0.14], [-0.15, -0.34, 0.06], [0.97, -0.29, 0.03]],
  "lowdin_charge": [0.06, -0.11, 0.84, -0.75, 0.05, 0.14, -0.23],
  "smiles": "O=CC(=O)S",
  "fmax_ev_per_a": 1.01,
  "lumo_energy_ev": -0.8,
  "homo_ev": -10.295,
  "energy_ev": -17035.697,
  "homo_lumo_gap_ha": 0.3481
}


{
  "formula": "C43H76BN11OsPS",
  "method": "ωB97M-V/def2-TZVPD",
  "species": ["H", "H", "H", "H", "H", "C", "H", "H", "B", "H", "N", "H", "H", "H", "H", "S", "N", "H", "H", "H", "C", "H", "C", "H", "N", "C", "C", "H", "C", "H", "H", "C", "N", "H", "C", "H", "C", "H", "C", "H", "C", "H", "H", "H", "C", "C", "C", "H", "H", "H", "N", "H", "H", "C", "C", "H", "C", "H", "C", "C", "C", "C", "H", "C", "H", "H", "H", "H", "C", "C", "H", "C", "H", "H", "N", "C", "C", "H", "C", "C", "H", "H", "H", "H", "H", "H", "C", "H", "C", "H", "C", "H", "H", "H", "H", "N", "C", "C", "H", "H", "C", "H", "H", "H", "H", "N", "C", "C", "H", "C", "P", "H", "H", "H", "H", "N", "H", "H", "C", "C", "N", "H", "C", "H", "H", "C", "H", "H", "N", "H", "H", "H", "C", "Os"],
  "xyz": [[4.073, 0.618, 3.864], [-1.354, -0.957, -2.929], [-4.889, 1.865, 0.061], [4.080, 2.997, 3.135], [-4.455, -3.131, -2.816], [-1.866, 3.367, 0.998], [-3.233, 5.098, -0.501], [4.400, -1.222, 2.226], [1.719, 2.636, 0.916], [1.311, -4.197, -2.785], [1.729, 1.214, 1.567], [1.808, -5.759, -2.158], [0.494, 1.690, -4.983], [-0.777, -2.037, 2.384], [1.345, 6.341, 1.010], [-3.487, 1.735, -3.928], [0.526, 0.567, 1.516], [4.658, -0.038, 0.939], [5.419, 2.616, -0.361], [5.624, 2.196, 2.843], [-4.609, -4.142, 2.015], [0.012, 7.091, 1.870], [-3.875, 1.805, 0.459], [4.524, 2.485, 1.503], [-0.773, 2.708, 0.564], [2.869, 2.930, -1.429], [2.804, -4.060, -1.204], [6.107, 4.050, -1.126], [1.426, -1.101, -3.073], [2.801, 5.357, -0.008], [-2.831, -0.825, 3.170], [1.583, -4.730, -1.872], [1.938, 2.445, -0.595], [-0.431, -0.562, 5.023], [-3.310, 3.217, 0.584], [2.845, 4.775, 2.793], [0.718, 5.253, 2.798], [-1.180, -2.791, -4.654], [1.437, 0.341, -3.581], [2.410, -4.663, 0.832], [3.814, 4.970, -0.091], [5.817, -0.164, 2.269], [-3.091, 3.682, -1.541], [-3.169, -5.740, 2.316], [1.291, -2.864, 0.421], [0.947, 6.546, 2.002], [-2.124, -2.267, -4.477], [0.238, -0.020, -5.332], [-2.094, 5.043, 2.409], [1.508, -1.847, 0.082], [0.167, -3.402, -0.371], [-3.079, -1.232, -2.859], [3.683, -4.700, -1.282], [2.506, 0.634, 2.503], [4.572, 2.217, 2.556], [3.053, -3.133, -1.726], [0.380, -4.736, -0.939], [-1.238, -4.572, 1.349], [1.758, -0.367, 3.103], [1.704, 1.339, -2.478], [-0.078, 4.274, 1.973], [-3.584, 4.077, -0.657], [-2.218, -0.148, 1.669], [-1.459, 4.345, 1.888], [-0.657, 0.775, -4.040], [0.523, -5.456, -0.126], [4.480, 5.811, -0.285], [-1.913, 0.680, 3.205], [3.948, 3.971, -1.231], [-2.467, 1.526, -2.716], [2.343, 0.432, -4.186], [5.325, 3.294, -1.211], [4.100, 4.545, 0.869], [-1.497, -1.947, 4.761], [0.326, 3.283, 1.156], [2.746, 2.237, -2.618], [-0.583, -1.459, 4.420], [-1.876, -4.736, -2.960], [-2.561, -4.065, -2.429], [-3.735, -2.617, 0.176], [0.669, -1.274, -2.313], [2.082, -0.992, 3.918], [2.396, -1.341, -2.630], [3.895, 4.550, -2.158], [1.251, -1.789, -3.901], [0.246, -2.141, 4.608], [-2.154, -4.010, 1.531], [2.548, 3.311, 1.391], [0.510, -0.349, 2.491], [-4.652, -4.073, 3.104], [4.758, -0.215, 2.013], [-3.041, -4.028, -5.348], [-0.512, -5.053, -1.468], [-4.252, -2.002, 2.161], [-4.153, -2.694, -5.129], [-0.842, -0.972, -0.497], [-3.361, -4.932, 1.609], [-4.600, -2.721, 1.423], [-3.306, 1.176, -0.228], [-2.172, -1.441, -5.186], [-3.765, -3.809, -3.323], [0.022, 5.506, 3.602], [3.361, 2.353, -3.495], [1.649, 7.196, 2.526], [3.372, -3.211, 0.708], [1.188, 1.479, -1.231], [2.528, -3.739, 0.261], [3.969, 0.844, 2.799], [-3.851, 3.685, 1.410], [0.302, 0.716, -4.530], [-1.201, -2.534, -0.626], [-5.611, -2.413, 1.151], [-2.850, -4.567, -1.503], [-3.715, -1.586, -0.187], [-4.184, -3.224, -0.619], [-1.881, -2.797, -2.098], [5.504, 2.719, -2.118], [-2.040, -3.486, 2.487], [-3.317, -3.220, -4.667], [-1.989, -0.298, 2.723], [-2.351, -3.070, 0.422], [-5.504, -4.682, 1.706], [1.993, 4.751, 3.470], [-4.656, 4.110, -0.856], [1.878, 3.734, 3.850], [-0.713, -1.098, 2.937], [-3.926, 1.312, 1.430], [-4.300, -4.747, -3.473], [-1.709, 1.367, -1.831], [1.028, -2.808, 1.480], [2.228, 5.403, 4.312], [-3.503, -5.398, 0.629], [-2.115, -1.711, -3.065], [-0.551, 0.820, -0.308]],
  "forces_ev_per_angstrom": [[0.02, -0.03, -0.01], [0.13, 0.10, -0.06], [-0.02, 0.01, 0.04], [0.00, -0.01, 0.00], [0.00, 0.01, -0.03], [-0.14, -0.03, 0.17], [-0.01, 0.00, 0.00], [0.00, 0.00, 0.01], [-0.04, -0.02, -0.03], [0.00, 0.00, 0.00], [0.08, -0.07, -0.02], [0.01, 0.00, 0.00], [0.00, 0.00, 0.01], [-0.01, 0.09, -0.15], [0.07, -0.02, 0.01], [0.02, -0.05, 0.10], [0.17, -0.13, -0.08], [0.00, 0.00, 0.00], [0.01, 0.00, 0.00], [0.00, 0.00, 0.02], [-0.01, -0.01, 0.02], [0.00, -0.01, -0.02], [0.02, -0.11, -0.06], [0.02, 0.00, 0.01], [0.29, -0.19, -0.16], [0.10, -0.11, 0.03], [0.02, 0.03, -0.01], [0.01, 0.00, -0.01], [-0.03, 0.07, -0.03], [-0.04, 0.00, -0.01], [-0.03, 0.00, 0.03], [-0.01, -0.02, -0.02], [-0.11, 0.12, -0.11], [-0.02, 0.00, 0.01], [0.01, 0.01, 0.00], [-0.01, 0.01, -0.01], [-0.06, -0.04, 0.06], [0.00, 0.02, 0.01], [0.02, -0.10, 0.09], [0.00, 0.00, 0.00], [0.00, 0.03, 0.03], [0.00, 0.00, 0.00], [0.05, -0.03, -0.05], [0.00, 0.01, 0.01], [0.00, 0.02, 0.00], [-0.04, 0.01, -0.01], [0.00, -0.02, 0.00], [0.01, -0.01, -0.01], [0.00, 0.01, -0.01], [-0.01, 0.01, 0.00], [0.02, -0.03, -0.14], [0.02, 0.05, 0.01], [0.00, 0.00, -0.01], [-0.04, 0.05, 0.04], [-0.01, 0.02, 0.01], [-0.01, -0.05, 0.03], [-0.02, -0.04, 0.16], [0.02, 0.03, 0.03], [-0.05, 0.10, 0.09], [0.03, -0.04, 0.06], [0.10, -0.02, -0.08], [0.01, 0.00, 0.01], [0.00, -0.02, -0.01], [-0.08, 0.00, -0.07], [-0.18, -0.06, 0.06], [0.01, -0.02, -0.02], [0.00, 0.00, 0.00], [0.00, 0.01, -0.03], [-0.01, -0.01, -0.03], [-0.08, 0.14, -0.14], [0.01, -0.05, 0.00], [0.01, 0.02, 0.01], [0.01, 0.01, 0.00], [0.00, -0.01, 0.01], [0.00, 0.04, 0.22], [-0.03, 0.07, 0.00], [0.02, -0.09, -0.04], [0.02, 0.02, 0.00], [0.01, -0.05, 0.03], [-0.06, -0.05, -0.07], [-0.02, 0.00, -0.02], [-0.01, 0.02, 0.01], [-0.04, 0.03, -0.01], [0.01, 0.00, 0.00], [0.00, 0.00, 0.00], [0.01, 0.00, 0.00], [-0.06, -0.10, -0.09], [0.04, 0.02, -0.06], [-0.04, 0.05, 0.08], [-0.02, -0.01, -0.01], [0.00, 0.01, -0.03], [-0.01, 0.01, 0.00], [-0.06, 0.00, -0.03], [0.06, 0.03, 0.05], [0.00, 0.01, 0.00], [-0.44, 0.50, 0.21], [0.03, -0.02, -0.01], [-0.01, -0.03, -0.04], [-0.11, 0.07, 0.11], [0.01, 0.02, 0.00], [0.00, -0.04, 0.00], [0.04, -0.01, 0.04], [-0.01, 0.01, -0.01], [-0.02, 0.01, 0.02], [0.01, 0.00, -0.01], [0.10, 0.39, 0.12], [0.01, 0.00, 0.00], [-0.01, -0.01, -0.03], [-0.02, 0.03, -0.03], [0.03, 0.00, 0.02], [0.10, -0.29, 0.25], [0.01, 0.02, 0.03], [0.03, -0.01, -0.04], [0.01, 0.01, 0.04], [0.01, 0.03, 0.06], [0.14, 0.15, -0.05], [-0.01, -0.01, 0.00], [-0.04, -0.02, 0.00], [0.01, 0.00, -0.01], [-0.06, 0.06, 0.01], [0.11, 0.23, 0.18], [0.01, 0.00, -0.03], [0.03, -0.01, -0.04], [0.00, -0.01, 0.00], [0.00, 0.00, 0.00], [0.10, -0.08, 0.04], [0.02, 0.00, 0.02], [0.00, 0.00, 0.01], [0.58, -0.04, 0.04], [-0.02, 0.01, 0.02], [0.00, 0.00, 0.00], [-0.01, -0.02, 0.01], [-0.09, 0.02, -0.03], [-0.61, -0.59, -0.67]],
  "lowdin_charge": [0.14, 0.05, 0.09, 0.07, 0.11, -0.22, 0.09, 0.07, -0.49, 0.10, 0.08, 0.12, 0.09, 0.08, 0.06, 0.66, -0.06, 0.09, 0.07, 0.09, -0.17, 0.08, -0.07, 0.04, -0.07, -0.16, -0.17, 0.09, -0.06, 0.06, 0.07, -0.15, 0.07, 0.10, -0.34, 0.05, -0.33, 0.11, -0.34, 0.12, -0.06, 0.09, 0.04, 0.12, -0.19, -0.04, -0.16, 0.09, 0.13, 0.10, -0.19, 0.11, 0.11, -0.17, -0.06, 0.09, -0.20, 0.11, 0.03, -0.21, -0.16, -0.04, 0.02, 0.04, 0.01, 0.12, 0.09, 0.10, -0.33, -0.96, 0.13, -0.04, 0.06, 0.08, 0.07, 0.03, -0.06, 0.12, -0.20, -0.18, 0.02, 0.12, 0.07, 0.14, 0.09, 0.08, -0.18, 0.08, -0.25, 0.11, -0.05, 0.11, 0.09, 0.09, 0.11, -0.31, -0.17, -0.16, 0.02, 0.11, -0.18, 0.14, 0.13, 0.09, 0.11, -0.03, -0.17, -0.33, 0.14, -0.04, 0.63, 0.12, 0.10, 0.11, 0.10, -0.17, 0.08, 0.11, -0.17, -0.07, -0.19, 0.11, -0.06, 0.09, 0.09, -0.37, 0.07, 0.12, -0.12, 0.10, 0.09, 0.11, -0.22, 1.53],
  "charge": 1,
  "fmax_ev_per_a": 1.08,
  "lumo_energy_ev": [-4.0, -4.0],
  "homo_ev": [-10.099, -10.110],
  "energy_ev": -85483.077,
  "homo_lumo_gap_ha": [0.2249, 0.2249]
}


{
  "formula": "C8H13PS",
  "method": "ωB97M-V/def2-TZVPD",
  "species": ["C", "C", "H", "H", "H", "H", "H", "H", "H", "C", "H", "C", "S", "P", "C", "H", "H", "H", "C", "C", "C", "H", "H"],
  "xyz": [[1.056, 1.016, -0.942], [-1.542, -0.347, -0.991], [-5.130, 0.718, -1.407], [0.140, 1.580, -1.118], [-4.744, 0.401, 0.300], [1.884, 1.714, -0.879], [-1.946, -1.327, -0.917], [-4.200, -0.799, -0.968], [-1.237, 0.497, 1.112], [1.795, -0.533, 1.010], [3.398, 0.628, 0.114], [1.264, -1.248, 2.108], [-2.792, 0.975, -0.960], [-0.364, -1.425, 2.288], [-4.482, 0.250, -0.676], [3.723, -0.139, 1.811], [3.696, -1.237, 0.256], [1.342, 0.483, -1.826], [-0.604, -0.254, 0.453], [3.203, -0.339, 0.775], [0.799, 0.080, 0.233], [-0.831, -0.207, -1.876], [2.123, -1.837, 2.634]],
  "forces_ev_per_angstrom": [[0.00, -0.05, 0.53], [2.05, 0.56, 2.15], [-0.17, -0.13, 0.06], [0.20, 0.13, -0.24], [-0.86, 0.07, 2.38], [0.10, 0.23, 0.77], [-0.61, -0.78, -0.54], [-1.30, 0.71, 0.57], [1.54, -0.78, -1.22], [-3.58, 1.93, -2.09], [-0.28, -2.16, 1.34], [2.78, -2.05, 0.64], [0.04, 0.67, -0.35], [-1.55, 0.14, -2.01], [3.00, -1.46, -3.14], [-0.61, -0.51, -2.08], [-0.56, 1.27, 0.81], [-0.24, -0.62, -0.79], [-1.74, 0.42, 2.03], [3.43, 1.59, 0.00], [1.68, -0.02, -0.17], [-1.30, -0.37, 1.34], [-2.02, 1.20, -0.01]],
  "lowdin_charge": [-0.06, -0.45, 0.02, 0.06, -0.02, 0.07, 0.04, 0.04, 0.08, -0.43, 0.10, -0.50, 0.76, 0.93, -0.35, 0.11, 0.10, 0.08, -0.36, -0.09, -0.30, 0.08, 0.10],
  "smiles": "CSC[C@H]1P=CC(C)=C1C",
  "fmax_ev_per_a": 4.58,
  "lumo_energy_ev": 0.0,
  "homo_ev": -7.829,
  "energy_ev": -28626.968,
  "homo_lumo_gap_ha": 0.2883
}


{
  "formula": "CH7NP2",
  "method": "ωB97M-V/def2-TZVPD",
  "species": ["H", "N", "H", "H", "H", "H", "C", "H", "H", "P", "P"],
  "xyz": [[1.214, -0.649, -0.893], [-0.504, 0.491, 0.378], [-0.022, -1.255, 2.109], [-0.137, -0.307, -1.908], [1.714, 1.501, 0.161], [-0.150, -1.657, -0.866], [0.221, -0.710, -0.994], [0.180, 1.942, -1.144], [-1.829, -1.128, 0.968], [-1.005, -0.232, 1.847], [0.319, 2.004, 0.343]],
  "forces_ev_per_angstrom": [[3.63, 0.53, 0.75], [1.11, 1.36, 2.51], [0.16, 0.49, -0.42], [-0.29, 0.62, -0.65], [-1.03, 0.11, 0.52], [-1.07, -2.20, 0.77], [-1.97, -0.49, -2.98], [0.31, 0.66, 1.16], [0.57, 0.28, 1.44], [-1.75, -0.96, -1.07], [0.32, -0.41, -2.02]],
  "lowdin_charge": [-0.05, -0.77, -0.11, 0.00, -0.08, -0.03, -0.09, -0.09, -0.08, 0.65, 0.65],
  "multiplicity": 3,
  "fmax_ev_per_a": 3.75,
  "lumo_energy_ev": [0.8, -2.7],
  "homo_ev": [-5.532, -9.436],
  "energy_ev": -21211.320,
  "homo_lumo_gap_ha": [0.2334, 0.2464]
}